{"formula": "C48H52AsN3PSiV", "method": "the ωB97M-V functional and the def2-TZVPD basis", "species": ["V", "N", "C", "C", "N", "C", "C", "N", "H", "H", "H", "H", "H", "H", "H", "H", "H", "H", "H", "H", "H", "C", "C", "C", "C", "C", "C", "Si", "C", "C", "C", "C", "C", "C", "C", "C", "C", "C", "C", "C", "H", "H", "H", "H", "H", "H", "H", "H", "H", "H", "H", "H", "H", "H", "H", "C", "C", "As", "C", "C", "C", "C", "C", "C", "C", "C", "C", "C", "C", "C", "P", "C", "C", "C", "C", "C", "C", "C", "C", "C", "C", "C", "C", "H", "H", "H", "H", "H", "H", "H", "H", "H", "H", "H", "H", "H", "H", "H", "H", "H", "H", "H", "H", "H", "H", "H", "H"], "positions_angstrom": [[-0.317, -0.425, -0.177], [-0.332, 1.726, -0.721], [0.891, 2.437, -0.232], [2.068, 1.512, -0.408], [1.762, 0.170, 0.191], [2.174, -0.001, 1.621], [0.992, 0.249, 2.533], [-0.144, -0.583, 2.039], [-0.302, 1.714, -1.742], [-1.171, 2.252, -0.487], [0.736, 2.676, 0.814], [1.059, 3.370, -0.757], [2.970, 1.941, 0.021], [2.254, 1.365, -1.471], [2.283, -0.525, -0.340], [3.015, 0.646, 1.863], [2.502, -1.031, 1.741], [0.682, 1.289, 2.501], [1.249, 0.016, 3.561], [-1.003, -0.373, 2.536], [0.042, -1.557, 2.256], [-4.020, -1.723, -3.735], [-3.257, -0.558, -3.702], [-2.825, -0.057, -2.483], [-3.149, -0.700, -1.278], [-3.905, -1.887, -1.332], [-4.343, -2.389, -2.555], [-2.700, 0.040, 0.368], [-3.443, -0.908, 1.771], [-2.873, -2.092, 2.254], [-3.484, -2.843, 3.253], [-4.688, -2.402, 3.795], [-5.270, -1.224, 3.339], [-4.653, -0.479, 2.337], [-3.228, 1.822, 0.497], [-4.231, 2.368, -0.321], [-4.650, 3.688, -0.146], [-4.074, 4.482, 0.840], [-3.080, 3.961, 1.662], [-2.667, 2.646, 1.490], [-4.374, -2.108, -4.687], [-3.014, -0.038, -4.625], [-2.260, 0.870, -2.477], [-4.159, -2.415, -0.415], [-4.941, -3.295, -2.587], [-1.949, -2.447, 1.819], [-3.033, -3.769, 3.602], [-5.174, -2.980, 4.575], [-6.210, -0.885, 3.762], [-5.120, 0.442, 1.992], [-4.699, 1.765, -1.092], [-5.433, 4.094, -0.779], [-4.406, 5.508, 0.976], [-2.639, 4.576, 2.441], [-1.903, 2.248, 2.161], [-0.914, -4.202, -0.028], [-0.451, -5.601, -0.391], [-1.971, -6.836, -0.226], [-1.953, -6.948, 1.715], [-2.937, -7.744, 2.299], [-2.996, -7.890, 3.680], [-2.081, -7.231, 4.495], [-1.101, -6.431, 3.924], [-1.038, -6.294, 2.537], [-0.984, -8.458, -0.647], [-1.334, -9.157, -1.800], [-0.629, -10.302, -2.165], [0.424, -10.750, -1.380], [0.774, -10.058, -0.222], [0.072, -8.916, 0.145], [0.187, -2.829, -0.551], [1.819, -3.182, 0.171], [2.999, -2.741, -0.435], [4.228, -2.929, 0.186], [4.292, -3.555, 1.428], [3.124, -3.982, 2.049], [1.894, -3.793, 1.425], [0.324, -3.101, -2.354], [1.342, -3.843, -2.956], [1.311, -4.093, -4.320], [0.262, -3.617, -5.099], [-0.766, -2.892, -4.510], [-0.735, -2.631, -3.144], [-1.101, -4.121, 1.042], [-1.864, -3.969, -0.515], [0.379, -5.941, 0.226], [-0.146, -5.682, -1.433], [-3.660, -8.257, 1.675], [-3.760, -8.520, 4.122], [-2.129, -7.346, 5.572], [-0.375, -5.928, 4.555], [-0.245, -5.692, 2.104], [-2.162, -8.817, -2.410], [-0.911, -10.848, -3.059], [0.967, -11.646, -1.661], [1.589, -10.417, 0.399], [0.331, -8.400, 1.064], [2.973, -2.279, -1.419], [5.138, -2.597, -0.303], [5.254, -3.723, 1.902], [3.169, -4.468, 3.019], [0.989, -4.136, 1.924], [2.147, -4.262, -2.366], [2.107, -4.672, -4.776], [0.241, -3.822, -6.166], [-1.598, -2.537, -5.106], [-1.557, -2.081, -2.695]], "mulliken_spin": [2.322, -0.002, 0.034, 0.028, 0.014, 0.021, 0.028, -0.129, 0.013, 0.016, -0.009, 0.000, -0.002, -0.006, 0.006, 0.003, -0.005, -0.002, -0.001, 0.034, -0.005, -0.034, 0.013, -0.050, -0.028, -0.061, 0.015, -0.034, -0.154, 0.122, 0.007, -0.006, 0.002, 0.001, -0.036, -0.025, 0.003, -0.008, 0.006, -0.013, 0.000, 0.000, -0.002, -0.004, 0.000, -0.014, 0.000, 0.000, 0.000, -0.002, -0.001, 0.000, 0.000, 0.000, -0.008, 0.010, 0.002, 0.000, 0.000, 0.000, 0.000, 0.000, 0.000, 0.001, 0.000, 0.000, 0.000, 0.000, 0.000, 0.000, -0.012, 0.002, 0.025, -0.002, 0.002, -0.001, 0.019, -0.053, -0.008, 0.001, -0.001, 0.000, -0.048, 0.003, 0.012, 0.000, 0.001, 0.000, 0.000, 0.000, 0.000, 0.000, 0.000, 0.000, 0.000, 0.000, 0.000, 0.002, 0.000, 0.000, 0.000, 0.000, 0.000, 0.000, 0.000, 0.000, 0.003], "s_squared": 2.35, "spin_multiplicity": 3, "homo_energy_ev": [-12.41, -12.41], "charge": 2}

---

{"formula": "C4H6O3Si", "method": "the ωB97M-V functional and the def2-TZVPD basis", "species": ["C", "C", "C", "C", "O", "O", "O", "Si", "H", "H", "H", "H", "H", "H"], "positions_angstrom": [[0.276, 0.477, -0.712], [0.092, 1.625, -1.616], [-0.549, -0.469, -0.353], [-0.953, 1.915, -2.369], [-1.342, -1.314, -0.191], [-0.267, -2.328, 3.167], [1.676, -1.318, 1.638], [0.397, -0.903, 2.571], [1.247, 0.389, -0.081], [0.933, 2.203, -1.851], [-1.754, 1.283, -2.290], [-0.853, 2.739, -3.016], [-1.250, -2.363, 3.223], [2.347, -1.937, 1.880]], "lowdin_charge": [-0.112, -0.182, -0.273, 0.014, 0.147, -0.304, -0.258, 0.609, 0.125, 0.077, 0.033, 0.046, 0.042, 0.036], "spin_multiplicity": 1, "homo_energy_ev": -8.41}

---

Per-record ΔE to the lowest compared entry with this formula, charge and spin, eV: 0.000, 1.421